{
  "formula": "C4H9BClNO4",
  "method": "the ωB97M-V functional and the def2-TZVPD basis",
  "smiles": "C[C@@H](Cl)COC(=O)OB(N)O",
  "homo_lumo_gap_ev": 10.645,
  "e_tot_ha": -998.5298,
  "e_homo_ev": -10.6015,
  "elements": ["C", "C", "Cl", "C", "O", "C", "O", "O", "B", "N", "O", "H", "H", "H", "H", "H", "H", "H", "H", "H"],
  "positions_angstrom": [[1.230, 1.137, 1.645], [-0.357, 1.555, 1.428], [-0.488, 2.883, 0.142], [-1.262, 0.205, 1.103], [-2.199, 0.434, -0.013], [-1.876, -0.513, -1.131], [-2.548, -1.696, -1.070], [-0.958, -0.185, -2.234], [0.374, -0.798, -2.059], [0.694, -2.286, -2.100], [1.558, 0.113, -1.870], [1.935, 1.914, 1.088], [1.448, 1.138, 2.818], [1.461, 0.045, 1.244], [-0.694, 2.046, 2.461], [-1.851, -0.116, 2.087], [-0.580, -0.728, 0.815], [1.740, -2.406, -2.255], [0.520, -2.762, -1.188], [1.854, 0.021, -0.912]]
}

=====

{
  "formula": "C3H7NOS2",
  "method": "the ωB97M-V functional and the def2-TZVPD basis",
  "relative_energy_ev": 4.2050,
  "homo_lumo_gap_ev": [7.174, 6.741],
  "e_tot_ha": -1044.7478,
  "e_homo_ev": [-7.8178, -7.3800],
  "elements": ["C", "C", "C", "N", "O", "S", "S", "H", "H", "H", "H", "H", "H", "H"],
  "positions_angstrom": [[1.177, -0.588, -0.288], [-1.915, -0.734, 0.661], [-1.313, 0.117, -0.387], [1.722, 0.465, 0.035], [1.179, -1.724, -0.584], [-1.252, 1.831, -0.095], [3.749, 0.686, 0.387], [-3.009, -0.754, 0.560], [-1.680, -0.351, 1.657], [-1.551, -1.759, 0.561], [-1.403, -0.182, -1.420], [1.292, 1.341, 0.271], [-0.935, 2.211, -1.333], [3.937, -0.560, -0.024]]
}

=====

{
  "formula": "C9H21AlINO4P2",
  "method": "the ωB97M-V functional and the def2-TZVPD basis",
  "homo_lumo_gap_ev": 4.705,
  "e_tot_ha": -1933.3601,
  "e_homo_ev": -15.6006,
  "charge": 2,
  "elements": ["C", "C", "H", "H", "H", "O", "I", "Al", "P", "C", "C", "H", "H", "H", "H", "H", "H", "C", "H", "H", "H", "P", "C", "C", "H", "H", "H", "C", "H", "H", "H", "H", "H", "H", "C", "O", "O", "N", "O"],
  "positions_angstrom": [[-2.557, -0.067, -0.246], [-1.638, 0.473, 0.743], [-3.600, 0.081, 0.081], [-2.386, -1.146, -0.379], [-2.442, 0.401, -1.237], [-1.732, 0.903, 1.851], [2.446, -0.611, -1.944], [0.700, 0.045, -0.144], [-0.025, 2.162, -0.940], [-0.340, 3.316, 0.434], [1.449, 2.911, -1.720], [1.187, 3.928, -2.045], [-1.091, 3.467, -2.673], [1.753, 2.301, -2.579], [-1.432, 1.714, -2.863], [-0.116, 2.812, 1.387], [2.265, 2.935, -0.984], [-1.352, 2.539, -2.140], [0.314, 4.191, 0.297], [-2.311, 2.676, -1.623], [-1.400, 3.614, 0.425], [0.319, -2.296, 0.427], [-0.334, -2.659, 2.076], [-0.836, -3.162, -0.697], [2.199, -3.385, -0.665], [1.533, -4.362, 0.706], [2.585, -2.921, 1.011], [1.813, -3.355, 0.361], [-0.895, -2.631, -1.659], [-0.452, -4.181, -0.865], [0.210, -3.525, 2.479], [-1.404, -2.887, 2.001], [-1.828, -3.228, -0.229], [-0.185, -1.787, 2.725], [0.875, 0.125, 1.935], [0.801, 0.462, 3.036], [2.758, -0.604, 1.604], [3.085, 0.531, 1.253], [2.062, 1.224, 0.799]]
}

=====

{
  "formula": "C4H9NO2",
  "method": "the ωB97M-V functional and the def2-TZVPD basis",
  "relative_energy_ev": 1.7815,
  "smiles": "[H]/N=C\\C.COC=O",
  "homo_lumo_gap_ev": 11.025,
  "e_tot_ha": -363.0201,
  "e_homo_ev": -10.0004,
  "elements": ["C", "C", "N", "C", "O", "O", "C", "H", "H", "H", "H", "H", "H", "H", "H", "H"],
  "positions_angstrom": [[1.109, -2.805, -0.055], [0.625, -1.410, 0.205], [0.363, -0.528, -0.670], [0.127, 1.590, 0.890], [-0.662, 1.090, 1.654], [-0.176, 2.362, -0.153], [-1.565, 2.414, -0.467], [1.451, -2.910, -1.089], [1.923, -3.076, 0.624], [0.289, -3.512, 0.116], [0.459, -1.123, 1.250], [1.218, 1.500, 0.973], [0.549, -0.883, -1.611], [-1.650, 3.091, -1.317], [-1.920, 1.414, -0.735], [-2.139, 2.786, 0.384]]
}

=====

{
  "formula": "C6H9F6N3",
  "method": "the ωB97M-V functional and the def2-TZVPD basis",
  "relative_energy_ev": 0.0000,
  "smiles": "F/N=C(/[C@@H]1CCC=CN1F)N(F)F.F.F",
  "homo_lumo_gap_ev": 8.877,
  "e_tot_ha": -997.1083,
  "e_homo_ev": -9.0251,
  "elements": ["C", "C", "C", "C", "C", "C", "N", "N", "N", "F", "F", "F", "F", "F", "F", "H", "H", "H", "H", "H", "H", "H", "H", "H"],
  "positions_angstrom": [[0.060, 2.135, 1.020], [0.389, 0.631, 0.828], [-1.437, 2.395, 0.894], [-0.356, -0.109, -0.261], [-2.251, 1.595, 0.229], [0.270, -1.687, -0.449], [-1.826, 0.203, -0.111], [1.210, -1.872, 0.380], [-0.268, -2.491, -1.387], [-2.524, -0.280, -1.224], [1.891, 0.353, -2.752], [1.895, -3.080, 0.286], [2.021, -1.519, 3.065], [-0.783, -1.860, -2.534], [0.468, -3.592, -1.777], [0.220, 2.555, 2.091], [0.741, 2.802, 0.505], [1.465, 0.527, 0.699], [0.062, 0.092, 1.637], [-1.828, 3.334, 1.048], [2.282, -0.502, -3.049], [1.690, -1.548, 2.090], [-0.040, 0.337, -1.245], [-3.350, 1.581, 0.018]]
}

=====

{
  "formula": "C27H30FN3O4S",
  "method": "the ωB97M-V functional and the def2-TZVPD basis",
  "smiles": "COc1ccc(OC)c(NC(=O)C[C@H]2S/C(=N\\c3ccc(F)cc3)N(CCC3=CCCCC3)C2=O)c1",
  "homo_lumo_gap_ev": 8.364,
  "e_tot_ha": -2010.1827,
  "e_homo_ev": -7.9052,
  "elements": ["C", "H", "O", "C", "C", "C", "C", "C", "C", "H", "H", "O", "C", "H", "H", "H", "N", "C", "O", "C", "C", "C", "O", "N", "C", "N", "C", "C", "C", "C", "C", "C", "H", "H", "F", "H", "H", "S", "C", "H", "H", "C", "C", "C", "C", "C", "C", "C", "H", "H", "H", "H", "H", "H", "H", "H", "H", "H", "H", "H", "H", "H", "H", "H", "H", "H"],
  "positions_angstrom": [[-3.075, 2.267, -0.762], [-3.875, 1.706, -0.269], [-2.423, 3.136, 0.135], [-1.749, 2.591, 1.182], [-1.710, 1.230, 1.468], [-0.971, 0.766, 2.547], [-0.277, 1.666, 3.374], [-0.336, 3.021, 3.089], [-1.060, 3.479, 2.003], [-1.099, 4.532, 1.776], [0.186, 3.735, 3.705], [0.415, 1.103, 4.420], [1.205, 1.945, 5.222], [1.964, 2.465, 4.629], [0.594, 2.678, 5.758], [1.696, 1.290, 5.940], [-0.850, -0.592, 2.865], [-1.319, -1.668, 2.194], [-1.997, -1.625, 1.187], [-0.862, -3.000, 2.789], [0.192, -3.610, 1.848], [1.166, -2.511, 1.452], [1.897, -1.956, 2.239], [1.064, -2.197, 0.134], [0.191, -2.919, -0.644], [0.048, -2.680, -1.868], [-0.895, -3.266, -2.691], [-0.499, -3.714, -3.950], [-1.428, -4.241, -4.825], [-2.754, -4.297, -4.438], [-3.176, -3.837, -3.203], [-2.242, -3.323, -2.326], [-2.548, -2.941, -1.364], [-4.221, -3.886, -2.940], [-3.667, -4.808, -5.296], [-1.137, -4.603, -5.799], [0.543, -3.657, -4.225], [-0.549, -4.226, 0.312], [1.765, -1.056, -0.425], [2.290, -1.382, -1.324], [2.482, -0.734, 0.334], [0.790, 0.082, -0.750], [1.522, 1.363, -1.041], [1.715, 2.276, -0.100], [2.424, 3.576, -0.319], [2.578, 3.885, -1.806], [3.069, 2.642, -2.539], [2.013, 1.543, -2.449], [2.418, 0.599, -2.821], [1.161, 1.800, -3.087], [3.996, 2.294, -2.077], [3.279, 2.873, -3.585], [3.276, 4.712, -1.946], [1.612, 4.184, -2.215], [1.871, 4.376, 0.179], [3.411, 3.525, 0.154], [1.350, 2.103, 0.904], [0.133, 0.228, 0.108], [0.183, -0.213, -1.608], [0.710, -4.433, 2.344], [-1.716, -3.676, 2.856], [-0.423, -2.864, 3.778], [-0.232, -0.743, 3.653], [-2.240, 0.513, 0.867], [-3.506, 2.908, -1.530], [-2.372, 1.568, -1.224]]
}